129
Properties=species:S:1:pos:R:3 method="wB97M-V/def2-TZVPD" homo_lumo_gap_ev=7.491 energy_ev=-3112773.54024 charge=0
C 3.35531 -1.60554 0.30637
C 2.55662 -1.40325 -1.14899
C 1.28957 -2.49395 -1.21509
Cl 2.06257 -4.16057 -1.38014
C 0.17953 -2.09120 -2.40055
N -0.29708 -0.72922 -2.04791
Cl -0.67383 0.35021 -3.29610
C -1.01521 -0.53655 -0.76372
C -1.60330 1.01604 -0.53760
C -3.15817 1.18883 -1.07953
C -3.33588 2.29197 -2.27889
N -4.12353 1.59527 -3.40826
C -3.90211 2.28288 -4.73751
C -4.31656 1.39637 -6.09274
O -3.43075 3.52269 -4.89221
C -1.03203 -3.25161 -2.52408
Br -2.80075 -2.45334 -3.12619
O -0.51722 -4.31763 -3.31506
C -1.32279 -5.22162 -4.03560
C -0.30026 -6.51146 -4.39393
S -1.87337 -4.68342 -5.78674
C -2.61127 -5.94618 -3.36503
N -2.29079 -7.25460 -2.63573
P -1.45172 -4.01846 -0.77614
O -0.81828 -5.47448 -0.59165
P 1.07991 -1.95270 -4.12029
O 2.02344 -3.21946 -4.44483
O -0.06105 -1.94240 -5.47999
O 2.22827 -0.60690 -4.20569
H 4.42502 -1.08051 0.27040
H 2.72574 -1.16722 1.21881
H 3.55738 -2.72926 0.56452
H 2.18666 -0.28911 -1.14197
H 3.31798 -1.65304 -2.01440
H 0.85179 -2.46617 -0.13023
H -1.98830 -1.20963 -0.60367
H -0.37048 -0.71903 0.22492
H -0.86772 1.84462 -0.90655
H -1.67971 1.16133 0.64571
H -3.90314 1.32574 -0.17161
H -3.43986 0.13109 -1.55619
H -4.03842 3.14312 -1.88980
H -2.30377 2.65656 -2.69678
H -5.14397 1.52998 -3.15352
H -5.22288 0.67000 -5.81928
H -4.71699 2.07943 -6.96538
H -3.44799 0.70562 -6.47022
H 0.50152 -6.03780 -5.13638
H -0.96938 -7.32075 -4.93904
H 0.21022 -6.89400 -3.41295
H -2.54772 -5.73848 -6.42590
H -3.34330 -6.25874 -4.25326
H -3.25195 -5.30653 -2.62804
H -2.79307 -7.21036 -1.71945
H -2.72160 -8.01728 -3.20459
H -2.90496 -4.23960 -0.74823
H -1.17866 -3.11479 0.31069
H 0.35181 -1.30551 -6.15334
H 2.96939 -0.84569 -4.83882
C -4.60541 4.83199 -8.35313
Br -5.82908 3.46992 -9.01023
Br -2.96524 4.89595 -9.39709
Br -5.45845 6.57640 -8.23760
H -4.32494 4.54513 -7.33428
C 4.42054 -2.10449 4.28926
Br 3.19687 -3.46655 3.63216
Br 6.06071 -2.04053 3.24530
Br 3.56750 -0.36007 4.40479
H 4.70102 -2.39135 5.30811
C 8.45687 1.26532 2.91503
Br 9.80170 0.05938 2.19289
Br 6.88343 1.36091 1.77519
Br 7.99471 0.81818 4.75092
H 8.90083 2.26614 2.93177
C 9.61259 3.32259 -1.10824
Br 7.83925 3.46155 -1.89584
Br 9.62122 3.87338 0.75741
Br 10.37142 1.54681 -1.34229
H 10.25891 4.02051 -1.65065
C 7.05293 5.87632 3.67892
Br 6.55509 5.77122 1.80129
Br 5.57838 6.49784 4.78506
Br 7.78681 4.19594 4.32833
H 7.84878 6.62431 3.75728
C -3.33493 -2.41719 2.70153
Br -1.80345 -1.31984 3.18609
Br -4.81517 -1.34240 2.03988
Br -2.84896 -3.82703 1.45247
H -3.68007 -2.90699 3.61804
C 0.42295 3.95286 -7.22080
Br 1.16244 4.92961 -8.73192
Br 0.78161 2.04508 -7.34655
Br 1.01665 4.69060 -5.52160
H -0.66424 4.07713 -7.26092
C -3.95991 1.71894 5.04300
Br -3.90216 2.47656 3.25217
Br -2.79492 2.67636 6.27192
Br -5.77995 1.59573 5.71846
H -3.57605 0.69603 4.96993
C 6.95722 1.61950 8.71839
Br 8.74320 2.37790 8.85799
Br 5.68865 2.88844 7.96699
Br 6.95996 -0.06430 7.74432
H 6.62305 1.39876 9.73753
C -6.88287 -3.64020 -0.79578
Br -6.98262 -5.31801 -1.77525
Br -5.65567 -3.75254 0.70936
Br -6.45993 -2.14382 -1.96452
H -7.87920 -3.45150 -0.38256
C 3.66323 -7.41305 2.34923
Br 4.48211 -6.59543 3.91297
Br 2.24742 -8.65392 2.83894
Br 3.04787 -6.07947 1.07373
H 4.44232 -7.99803 1.84937
C -10.32333 2.01620 5.66062
Br -9.58384 2.99294 4.14949
Br -9.96467 0.10841 5.53487
Br -9.72963 2.75394 7.35982
H -11.41052 2.14047 5.62050
C -1.20342 4.73827 9.24932
Br -0.00403 3.31640 8.68003
Br -2.92065 4.04274 9.84216
Br -0.38351 5.88273 10.59169
H -1.39749 5.36345 8.37153
C 2.00494 9.29630 4.72409
Br 3.81144 9.92547 4.37040
Br 0.89739 9.33955 3.12547
Br 2.00091 7.53993 5.56024
H 1.55847 9.99290 5.44132